# 1
Entry from OMol25: 2 unconnected molecules or ions with the total composition H4O2 in a non-equilibrium geometry (ωB97M-V with the def2-TZVPD basis set).

Each line ends with the Mulliken charge.
Cartesian coordinates (Å):
O1 -1.2262 -0.6602 -0.3515  -0.66
H1 -2.1321 -0.7094 -0.7135  0.31
H2 -1.2367 -1.3683 0.3227  0.32
O2 1.3510 0.8573 0.2908  -0.64
H3 0.5671 0.2983 0.0001  0.36
H4 1.8030 0.2023 0.8763  0.30

Output
Largest force on an atom = 2.39 eV Å⁻¹
Total energy = -4159.7855 eV
Net charge = 0
Structure (SMILES) = O.O
Energy relative to the best compared isomer or geometry (same formula, charge and spin) = 3.5 kcal/mol
Orbital gap = 11.5 eV

# 2
Entry from OMol25: a molecular structure, C42H63BF4N4P2SSiTc in a non-equilibrium geometry (ωB97M-V with the def2-TZVPD basis set).

Each line ends with the Mulliken charge.
Cartesian coordinates (Å):
Tc1 -4.2464 8.2609 16.6280  -1.85
C1 -7.9702 6.9004 16.9683  -1.29
Si1 -6.6106 8.2308 17.2468  1.03
C2 -6.3867 8.3481 19.1199  0.79
C3 -7.4786 8.8555 19.8470  -0.27
C4 -7.2712 9.2961 21.1564  -1.10
C5 -6.0864 9.0808 21.8133  -0.76
C6 -4.9852 8.5905 21.0802  -0.55
C7 -5.1215 8.1628 19.7801  -0.42
P1 -3.7167 7.4717 18.8756  2.62
C8 -3.7557 5.7259 19.4804  0.92
C9 -5.0764 5.0733 19.2057  0.33
C10 -6.0883 4.8624 20.3337  -0.65
C11 -5.4896 4.5426 21.7079  -1.17
C12 -4.2687 5.3658 21.9937  -0.40
C13 -3.2590 5.3368 20.8492  -1.71
C14 -2.1867 8.1982 19.5874  -0.27
C15 -2.1771 9.7169 19.3376  -0.16
C16 -0.7969 10.3310 19.0396  -1.06
C17 0.3398 9.6735 19.8883  -1.02
C18 0.4113 8.1498 19.6475  -1.15
C19 -0.9132 7.5129 19.0575  -0.98
C20 -7.3492 9.7110 16.3325  0.39
C21 -8.6894 9.8022 15.9669  -0.77
C22 -9.0871 10.8421 15.0994  -0.79
C23 -8.1896 11.7604 14.6439  -1.16
C24 -6.8335 11.5674 14.9091  -0.52
C25 -6.3836 10.6767 15.8821  0.51
P2 -4.7014 10.6693 16.5648  1.45
C26 -3.8531 11.8963 15.3244  -0.49
C27 -2.2864 11.5998 15.3532  0.22
C28 -1.5300 12.8756 15.1438  -1.27
C29 -2.1116 13.8157 14.0534  -0.73
C30 -3.4891 14.2969 14.5304  -1.01
C31 -4.0056 13.4087 15.6912  -0.49
C32 -4.9431 11.7045 18.2646  1.60
C33 -6.3134 12.4125 18.3209  -0.22
C34 -6.6301 13.1831 19.6868  -0.99
C35 -5.6586 14.3453 19.8086  -0.72
C36 -4.2034 14.0541 19.3578  -1.02
C37 -3.8751 12.6055 18.9741  -0.59
H1 -8.9425 7.1397 17.5069  0.41
H2 -7.5773 5.9156 17.3822  0.31
H3 -8.0681 6.8762 15.8858  0.46
H4 -8.4236 8.9782 19.2747  0.40
H5 -8.1305 9.6852 21.7448  0.40
H6 -5.8948 9.4354 22.8291  0.50
H7 -4.0207 8.5505 21.6039  0.44
H8 -3.0098 5.3706 18.7759  0.68
H9 -4.7073 3.9935 19.0303  0.84
H10 -5.6431 5.4623 18.2858  -1.51
H11 -6.7271 3.9898 20.0324  0.57
H12 -6.8112 5.7094 20.3511  0.12
H13 -5.2093 3.5083 21.7867  0.38
H14 -6.2394 4.6802 22.4979  0.43
H15 -3.7462 4.9972 22.9040  0.50
H16 -4.6055 6.4434 22.2147  0.00
H17 -2.8006 4.3167 20.7852  0.45
H18 -2.3665 5.8765 21.0612  0.50
H19 -2.2968 7.9866 20.6187  1.59
H20 -2.6602 10.3013 20.1233  1.02
H21 -2.7891 10.0229 18.4654  -1.58
H22 -0.7437 11.4192 19.2119  0.55
H23 -0.5793 10.1821 17.9357  0.01
H24 0.1245 9.8828 20.9476  0.37
H25 1.3186 10.1012 19.6081  0.48
H26 0.8065 7.5125 20.4848  0.34
H27 1.2217 7.9885 18.9148  0.43
H28 -0.8763 6.4242 19.3417  0.48
H29 -0.9121 7.5263 17.9911  -0.01
H30 -9.4397 9.1188 16.3313  0.46
H31 -10.1384 10.9107 14.9139  0.45
H32 -8.4186 12.6210 14.0756  0.56
H33 -6.1141 12.3834 14.6108  0.25
H34 -4.2546 11.7423 14.3449  1.40
H35 -2.0857 10.7776 14.6611  0.34
H36 -1.9997 11.2263 16.2844  -0.59
H37 -0.4606 12.6993 14.8959  0.54
H38 -1.4878 13.3492 16.2147  0.21
H39 -2.1460 13.1737 13.1415  0.33
H40 -1.4640 14.7200 13.8469  0.40
H41 -4.1960 14.4042 13.6956  0.32
H42 -3.4316 15.3565 14.9179  0.42
H43 -5.0058 13.6607 16.0126  0.58
H44 -3.3401 13.6551 16.6015  -0.21
H45 -4.9360 10.8307 18.8645  -0.28
H46 -7.2117 11.7498 18.2400  -0.09
H47 -6.4414 13.1835 17.5045  0.00
H48 -6.5025 12.4820 20.5614  0.21
H49 -7.6667 13.4886 19.7502  0.52
H50 -5.6526 14.8507 20.8432  0.35
H51 -6.1360 15.0898 19.1755  0.27
H52 -3.5656 14.1720 20.3037  0.43
H53 -3.8014 14.8572 18.7624  0.35
H54 -3.5883 12.0881 19.8744  0.54
H55 -2.9484 12.6146 18.4528  0.07
N1 -4.9964 8.2042 13.6636  -0.30
C38 -4.6190 8.2244 14.7964  0.02
H56 -4.4277 8.3673 12.8016  0.47
C39 -6.1862 3.2821 13.0660  -1.22
C40 -6.5527 3.8127 14.4552  -0.21
C41 -5.3320 4.3131 15.2078  0.35
N2 -5.2243 5.5867 15.4157  -0.43
N3 -4.0214 6.0242 16.0357  0.53
C42 -3.1428 5.0235 16.0496  -0.52
N4 -1.8206 5.1174 16.1979  -0.10
S1 -3.8982 3.4361 15.7843  -0.14
H57 -7.1177 3.2590 12.3768  0.36
H58 -5.7654 2.3047 13.1597  0.35
H59 -5.4928 3.9820 12.6192  0.34
H60 -7.0903 3.0819 15.0589  0.40
H61 -7.1963 4.7054 14.2324  0.06
H62 -1.3360 5.9222 15.8588  0.29
H63 -1.2534 4.2735 16.1567  0.29
F1 -1.7977 8.3977 14.1370  -0.38
B1 -1.0132 8.4987 15.3207  0.38
F2 -0.4721 7.2409 15.7459  -0.46
F3 0.0218 9.3928 15.2250  -0.22
F4 -1.9516 8.8094 16.4060  0.49

Output
Largest force on an atom = 7.64 eV Å⁻¹
2S+1 = 4
Total energy = -101561.0903 eV
Net charge = +2
Energy relative to the best compared isomer or geometry (same formula, charge and spin) = 3.3 kcal/mol
Orbital gap (spin up / spin down) = 7.6 / 5.4 eV

# 3
Entry from OMol25: 9 unconnected molecules or ions with the total composition C28H60BF4NO21 in a non-equilibrium geometry (ωB97M-V with the def2-TZVPD basis set).

Each line ends with the Mulliken charge.
Cartesian coordinates (Å):
N1 -17.6473 6.9999 -19.7113  0.19
H1 -17.3568 7.9804 -19.6948  0.22
H2 -17.8757 6.7930 -20.6804  0.44
H3 -18.5382 7.0444 -19.1683  0.12
H4 -17.0319 6.2628 -19.3333  0.45
B1 -19.6145 8.6587 -17.9016  0.22
F1 -19.4259 9.5532 -18.9612  -0.18
F2 -19.9717 7.3994 -18.4740  -0.69
F3 -18.3784 8.4630 -17.2590  -0.29
F4 -20.6259 9.0453 -17.0367  0.04
C1 -21.1989 10.2698 -21.7544  -1.17
C2 -21.4647 8.8051 -21.4086  1.05
O1 -21.9413 8.0958 -22.5519  -0.36
C3 -23.2294 7.8384 -22.6560  0.66
O2 -24.0864 8.0544 -21.8434  -0.53
O3 -23.3733 7.1184 -23.7871  -0.36
C4 -24.7010 6.7697 -24.1345  -0.67
H5 -20.1996 10.2914 -22.2001  0.28
H6 -21.0928 10.9335 -20.8989  0.25
H7 -21.9355 10.5969 -22.4845  0.39
H8 -22.1875 8.7215 -20.5971  -0.37
H9 -20.5734 8.2887 -21.0595  -0.10
H10 -24.6950 6.6415 -25.2145  0.27
H11 -25.4187 7.5752 -23.9552  0.30
H12 -25.0547 5.9232 -23.5468  0.28
C5 -18.1970 1.0078 -13.9177  -1.02
C6 -18.6151 2.2814 -13.2647  -0.21
O4 -19.7931 2.8575 -13.8372  -0.34
C7 -19.7089 4.0018 -14.4834  0.75
O5 -18.6442 4.5226 -14.7825  -0.61
O6 -20.9121 4.4323 -14.7931  -0.36
C8 -21.0150 5.4015 -15.8474  -0.55
H13 -17.4307 0.5495 -13.2882  0.36
H14 -17.6865 1.1753 -14.8672  0.24
H15 -19.0457 0.3290 -13.9742  0.29
H16 -17.8177 3.0114 -13.1415  0.33
H17 -18.9463 2.0353 -12.2512  0.27
H18 -20.5253 6.3421 -15.6091  0.27
H19 -22.0773 5.5438 -16.0278  0.25
H20 -20.5724 5.0101 -16.7632  0.29
C9 -15.4080 1.9039 -19.2062  -1.07
C10 -14.3997 3.0097 -19.0066  -0.17
O7 -14.6036 3.6079 -17.7225  -0.37
C11 -15.2574 4.7711 -17.7019  0.79
O8 -15.7334 5.3575 -18.6537  -0.84
O9 -15.3373 5.1835 -16.4563  -0.38
C12 -16.3897 6.1168 -16.1475  -0.34
H21 -16.3674 2.3401 -19.4962  0.28
H22 -15.4924 1.3403 -18.2807  0.28
H23 -15.1307 1.2807 -20.0568  0.38
H24 -14.3806 3.7535 -19.8005  0.27
H25 -13.4242 2.5207 -18.9754  0.30
H26 -17.3498 5.7113 -16.4517  0.17
H27 -16.1432 7.0172 -16.7116  0.25
H28 -16.3661 6.3165 -15.0832  0.27
C13 -17.8142 13.3963 -19.8930  -1.45
C14 -17.5084 11.9651 -20.2884  0.47
O10 -16.1251 11.7734 -20.6277  -0.34
C15 -15.6511 10.5297 -20.5918  0.81
O11 -16.1640 9.6334 -19.9445  -0.68
O12 -14.5134 10.5231 -21.2409  -0.34
C16 -13.7214 9.3352 -21.2346  -0.61
H29 -17.3725 13.6154 -18.9200  0.36
H30 -18.8908 13.4691 -19.7261  0.36
H31 -17.5488 14.1593 -20.6232  0.37
H32 -18.0863 11.6871 -21.1698  0.12
H33 -17.7769 11.3718 -19.4154  0.03
H34 -13.7822 8.8026 -22.1834  0.27
H35 -13.9843 8.6199 -20.4573  0.27
H36 -12.6890 9.6465 -21.0945  0.26
C17 -20.8183 15.6661 -13.4067  -1.28
C18 -21.6698 14.5560 -14.0008  -0.02
O13 -21.0710 13.3057 -13.6286  -0.31
C19 -21.6647 12.2233 -14.1526  0.82
O14 -22.6479 12.2316 -14.8462  -0.58
O15 -21.0369 11.1349 -13.7230  -0.38
C20 -21.5935 9.8708 -14.0270  -0.20
H37 -21.3110 16.6350 -13.3351  0.37
H38 -19.9412 15.8020 -14.0401  0.30
H39 -20.4959 15.4164 -12.3955  0.33
H40 -21.6392 14.6481 -15.0859  0.19
H41 -22.6909 14.5696 -13.6229  0.31
H42 -22.5322 9.7608 -13.4806  0.35
H43 -20.9228 9.0802 -13.6982  0.23
H44 -21.7691 9.7023 -15.0881  -0.14
C21 -27.7221 6.3776 -20.9398  -1.38
C22 -26.7818 7.1603 -20.0618  0.56
O16 -26.1725 6.3436 -19.0750  -0.34
C23 -25.0505 6.6703 -18.4182  0.56
O17 -24.4697 5.8850 -17.7078  -0.59
O18 -24.6076 7.8974 -18.6655  -0.09
C24 -23.3639 8.3304 -18.1128  -0.31
H45 -28.0519 7.0451 -21.7362  0.35
H46 -28.6034 5.9599 -20.4537  0.38
H47 -27.1297 5.5727 -21.3785  0.30
H48 -27.2179 8.0467 -19.5961  0.14
H49 -26.0031 7.4988 -20.7466  -0.05
H50 -22.6269 7.5467 -18.2960  0.22
H51 -23.3999 8.3694 -17.0234  0.58
H52 -23.0694 9.2871 -18.5202  -0.48
C25 -27.9335 11.5682 -19.8207  -0.85
C26 -27.6610 12.0202 -18.4081  -0.23
O19 -26.4113 11.5137 -17.8818  -0.34
C27 -25.3029 12.1155 -18.3105  0.74
O20 -25.2589 12.9697 -19.1667  -0.62
O21 -24.2737 11.5737 -17.7110  -0.20
C28 -22.9429 11.9950 -17.8870  -0.15
H53 -27.2200 11.9875 -20.5289  0.33
H54 -28.8952 11.9389 -20.1900  0.39
H55 -28.0454 10.4869 -19.8964  0.03
H56 -28.3901 11.5452 -17.7546  0.28
H57 -27.6277 13.1012 -18.2905  0.35
H58 -22.3190 11.1052 -17.9117  -0.15
H59 -22.5992 12.7066 -17.1422  0.11
H60 -22.8293 12.5002 -18.8510  0.36

Output
Largest force on an atom = 2.01 eV Å⁻¹
Total energy = -86050.8270 eV
Net charge = 0
Orbital gap = 10.1 eV

# 4
Entry from OMol25: a molecular structure, C5H4AsAuNOS5 (ωB97M-V with the def2-TZVPD basis set).

Each line ends with the Mulliken charge.
Cartesian coordinates (Å):
Au1 -0.3105 1.7473 1.1812  0.68
O1 -1.0034 -0.4777 0.0623  -0.74
N1 -0.0726 -1.0496 -0.6171  0.50
C1 -0.3703 -2.2280 -1.2339  -0.22
C2 0.5493 -2.9120 -1.9782  -0.64
C3 1.8355 -2.3891 -2.1127  -0.16
C4 2.1277 -1.2024 -1.4888  -0.72
C5 1.1776 -0.5088 -0.7278  0.50
S1 1.5967 0.9890 0.0419  -0.45
H1 -1.3887 -2.5398 -1.0648  0.41
H2 0.2580 -3.8420 -2.4450  0.36
H3 2.5876 -2.9042 -2.6944  0.36
H4 3.1105 -0.7586 -1.5644  0.35
S2 -0.7952 5.3588 3.5619  -0.51
As1 -2.1269 3.8430 3.1057  0.48
S3 -1.1316 1.8016 3.2696  -0.35
S4 -1.9635 3.2423 0.9153  -0.35
S5 -4.0801 3.8303 3.7893  -0.51

Output
Largest force on an atom = 0.82 eV Å⁻¹
Total energy = -127496.1793 eV
Net charge = -1
Energy relative to the best compared isomer or geometry (same formula, charge and spin) = 22.9 kcal/mol
Orbital gap = 5.7 eV

# 5
Entry from OMol25: a molecular structure, C26H46CrN14P (ωB97M-V with the def2-TZVPD basis set).

Each line ends with the Mulliken charge.
Cartesian coordinates (Å):
Cr1 -0.0789 -0.1536 0.1661  -0.75
C1 -4.3411 2.7863 -1.9894  -0.81
N1 -2.9587 2.3522 -1.8358  0.12
C2 -1.8778 2.8192 -2.5245  -0.70
C3 -0.7937 2.1457 -2.0426  -1.08
N2 -1.1949 1.2674 -1.0744  1.64
C4 -2.5130 1.4140 -0.9645  -0.44
P1 -3.5938 0.6573 0.2954  -0.48
C5 -2.4952 1.1307 1.6729  -0.30
N3 -1.1636 1.0734 1.6891  1.37
C6 -0.7713 1.7416 2.8111  -0.91
C7 -1.8697 2.1948 3.4821  -0.67
N4 -2.9539 1.8028 2.7563  0.19
C8 -4.3467 2.0656 3.0890  -0.82
C9 -2.9910 -1.0411 0.1022  -0.52
N5 -1.7109 -1.3944 0.1080  1.23
C10 -1.6764 -2.7598 0.0085  -0.82
C11 -2.9547 -3.2254 -0.0707  -0.95
N6 -3.7760 -2.1359 -0.0036  0.14
C12 -5.2314 -2.1567 -0.0336  -0.84
H1 -4.4131 3.4630 -2.8354  0.35
H2 -4.6824 3.3053 -1.0952  0.32
H3 -4.9900 1.9316 -2.1673  0.34
H4 -1.9548 3.5811 -3.2811  0.50
H5 0.2366 2.2510 -2.3284  0.62
H6 0.2642 1.8603 3.0640  0.46
H7 -1.9593 2.7473 4.4017  0.47
H8 -4.4101 2.3806 4.1263  0.34
H9 -4.9426 1.1650 2.9635  0.34
H10 -4.7560 2.8543 2.4588  0.33
H11 -0.7556 -3.3188 0.0591  0.55
H12 -3.3309 -4.2309 -0.1505  0.53
H13 -5.5655 -3.1748 -0.2083  0.35
H14 -5.6103 -1.5224 -0.8325  0.33
H15 -5.6449 -1.8120 0.9128  0.33
C13 4.7025 2.9755 2.8245  -1.12
N7 3.7961 1.8406 2.9541  0.14
C14 3.7140 1.1547 4.2365  -1.11
C15 2.8673 1.5461 2.0050  0.35
N8 1.9042 0.7146 2.1086  -0.24
N9 3.0365 2.2437 0.7987  -0.12
C16 2.6150 1.8235 -0.4435  0.24
N10 3.3083 2.4041 -1.4599  -0.41
N11 1.6682 0.9731 -0.6764  0.90
H16 5.2400 3.1028 3.7579  0.31
H17 4.1655 3.9091 2.6325  0.40
H18 5.4500 2.8130 2.0428  0.35
H19 4.6478 1.2927 4.7726  0.37
H20 3.5801 0.0825 4.0928  0.40
H21 2.8964 1.5378 4.8558  0.34
H22 1.8986 0.1878 2.9733  -0.04
H23 3.7636 2.9377 0.7914  0.24
H24 4.1320 2.9565 -1.3001  0.20
H25 3.1344 2.1131 -2.4042  0.14
H26 1.5991 0.7972 -1.6808  -0.52
C17 2.4325 -1.6588 -3.8337  -1.58
C18 1.0160 -1.1537 -4.1097  1.09
C19 1.0462 -0.0944 -5.2074  -1.64
C20 0.1057 -2.3126 -4.5240  -1.66
N12 0.5078 -0.4545 -2.9057  -0.21
N13 0.4202 -1.2664 -1.7361  0.24
H27 2.9158 -1.9195 -4.7739  0.53
H28 2.4371 -2.5553 -3.2100  0.33
H29 3.0333 -0.8856 -3.3484  0.26
H30 1.4220 -0.5334 -6.1302  0.46
H31 1.6993 0.7351 -4.9303  0.31
H32 0.0476 0.3033 -5.4048  0.38
H33 0.5054 -2.8079 -5.4082  0.45
H34 -0.8973 -1.9508 -4.7628  0.36
H35 0.0302 -3.0674 -3.7372  0.34
H36 -0.4245 -0.1073 -3.1005  0.28
H37 1.3531 -1.6387 -1.5720  -0.35
H38 -0.1882 -2.0704 -1.8802  0.29
C21 -1.1075 -1.8268 3.0975  -0.97
C22 0.1402 -2.2603 2.3832  -0.12
C23 0.9605 -3.2698 2.8436  -1.12
C24 2.0615 -3.3496 1.9689  -1.16
C25 1.8762 -2.3856 1.0023  0.22
C26 2.8478 -2.0841 -0.1029  -2.25
N14 0.6992 -1.7073 1.2416  2.88
H39 -1.3812 -2.6079 3.8043  0.50
H40 -1.9553 -1.6570 2.4343  0.02
H41 -0.9453 -0.9108 3.6701  0.11
H42 0.7752 -3.8787 3.7149  0.56
H43 2.8977 -4.0280 2.0332  0.56
H44 3.8499 -2.3489 0.2296  0.52
H45 2.8427 -1.0239 -0.3585  0.39
H46 2.6637 -2.6940 -0.9977  0.35

Output
Largest force on an atom = 1.00 eV Å⁻¹
2S+1 = 4
Total energy = -86270.4598 eV
Net charge = +2
Energy relative to the best compared isomer or geometry (same formula, charge and spin) = 0.0 kcal/mol
Orbital gap (spin up / spin down) = 6.3 / 6.3 eV

# 6
Entry from OMol25: C6H6O4 in the gas phase in a non-equilibrium geometry (ωB97M-V with the def2-TZVPD basis set).

Each line ends with the Mulliken charge.
Cartesian coordinates (Å):
C1 -0.3387 -1.4674 1.9508  -1.14
C2 -0.1362 -0.4788 0.7834  0.20
C3 -0.2137 0.9102 0.9304  0.47
O1 0.4573 2.0458 1.0547  -0.43
C4 -0.0356 1.7779 -0.2297  0.00
C5 0.8836 1.0868 -1.3118  -0.50
O2 0.3643 -0.0013 -1.9879  -0.32
C6 -0.3994 -1.0526 -1.6233  0.73
O3 -0.7501 -1.8798 -2.3219  -0.45
O4 -0.6557 -1.0564 -0.3438  -0.31
H1 -0.5050 -0.9214 2.9454  0.29
H2 0.4055 -2.2756 2.0300  0.30
H3 -1.2912 -1.8837 1.5948  0.31
H4 -0.8030 2.5287 -0.6346  0.30
H5 1.1191 1.8209 -2.1440  0.26
H6 1.8987 0.8467 -0.6926  0.27

Output
Largest force on an atom = 6.05 eV Å⁻¹
Total energy = -14504.3813 eV
Net charge = 0
Structure (SMILES) = CC1=C2O[C@H]2COC(=O)O1
Energy relative to the best compared isomer or geometry (same formula, charge and spin) = 117.2 kcal/mol
Orbital gap = 9.5 eV